Molecular formula: C5H11NO3
Method: DFT, the ωB97M-V functional and the def2-TZVPD basis

The calculated total energy comes out at -477.54063 a.u. Its max |F| is 4.92 eV/Å. The SMILES is CC(=O)C(N)=O.CCO. As for the frontier orbital gap: 9.318 eV. The multiplicity is 1. The calculation puts the highest occupied orbital energy at -9.11 eV. As for the total charge: 0.

XYZ file:
```
20
Properties=species:S:1:pos:R:3:forces:R:3
C -1.73597 0.50781 1.38639 0.718 0.901 0.654
C -1.31543 0.28533 -0.03767 -3.258 -3.285 -1.663
O -1.83842 0.84336 -1.00022 1.369 -0.193 1.308
C -0.89969 -1.38913 -0.29352 0.389 1.812 -0.516
N -1.35835 -1.79728 -1.49720 -0.088 0.254 0.399
O -0.20261 -2.02730 0.47154 -0.372 0.162 -0.088
H -1.58204 -0.33712 2.05644 0.267 -0.140 -0.380
H -1.16158 1.33981 1.79884 -0.160 0.076 0.152
H -2.79604 0.76997 1.41600 0.162 0.091 -0.306
H -1.11221 -2.70800 -1.85781 -0.107 0.154 0.133
H -1.91938 -1.15043 -2.04139 0.280 -0.179 0.150
C 2.33179 0.81810 -0.76219 0.361 0.074 -0.145
C 1.28417 0.91310 0.32238 -0.990 -2.732 -1.195
O 1.61752 0.16659 1.46749 0.008 -0.122 0.148
H 2.46560 -0.22066 -1.08159 -0.101 0.092 0.043
H 2.01992 1.40776 -1.62780 0.139 -0.004 0.013
H 3.30515 1.16160 -0.40067 -0.102 0.144 -0.049
H 1.09383 1.94341 0.62223 -0.534 -0.173 -0.149
H 0.36275 0.24476 -0.20783 1.998 2.665 1.318
H 1.44099 -0.77168 1.26657 0.022 0.403 0.173
```
Positions in Å, forces in eV/Å.